(1)
84
Properties=species:S:1:pos:R:3:forces:R:3:lowdin_charge:R:1 method="wB97M-V/def2-TZVPD" e_homo_ev=-12.66 charge=+1 lumo_energy_ha=-0.1073 largest_force_ha_per_bohr=0.063 homo_lumo_gap_ha=0.35779
C 0.9541 2.1650 0.5789 1.2 0.8 0.2 -0.128
C 0.8009 1.6931 2.1409 -0.4 1.0 0.2 -0.224
C -0.5235 0.7865 2.4706 0.0 -0.3 -0.2 -0.204
C -1.4632 0.4264 1.1762 -0.2 -1.3 0.0 -0.194
C -2.5255 -0.7529 1.7050 0.5 0.8 -0.1 -0.173
C -3.9922 -0.6802 0.9767 1.9 -2.1 0.4 -0.133
N -4.8815 0.3097 1.7432 -0.7 -0.2 -0.4 -0.007
C -4.7971 1.7198 1.1978 0.4 3.1 -0.8 -0.205
C -6.1186 2.6503 1.4756 0.2 0.8 0.5 -0.092
H 0.7793 1.3261 -0.2175 0.1 1.7 1.6 0.057
H 0.3206 3.1531 0.3778 1.1 -2.4 0.3 0.097
H 2.0900 2.5077 0.4461 -2.5 -0.8 0.3 0.074
H 1.7676 1.1448 2.5073 -1.9 1.0 -0.8 0.116
H 0.6837 2.6957 2.7786 0.5 -2.2 -1.4 0.115
H -0.1648 -0.2383 2.9651 -0.9 2.1 -1.1 0.102
H -1.2109 1.3338 3.2639 1.4 -1.1 -1.5 0.116
H -2.0651 1.3333 0.7345 1.3 -1.6 1.0 0.103
H -0.8536 -0.0613 0.2785 -1.2 1.2 2.0 0.102
H -2.6149 -0.5855 2.8812 -0.1 -0.6 -2.4 0.115
H -2.0421 -1.8035 1.5055 -1.1 2.1 0.5 0.126
H -3.8326 -0.3702 -0.1404 -0.7 -0.4 2.2 0.150
H -4.4843 -1.7611 1.0650 0.9 2.5 -0.3 0.155
H -4.6183 0.3584 2.7645 -0.3 -0.4 -1.3 0.187
H -5.8711 -0.0699 1.6896 1.3 0.9 0.1 0.188
H -3.8756 2.2612 1.7247 -2.0 -1.5 -1.2 0.149
H -4.5766 1.7528 0.0281 -0.5 -0.7 2.7 0.153
H -7.0634 2.0626 1.8410 1.8 1.0 -0.9 0.089
H -5.8591 3.4543 2.3179 -0.6 -1.9 -1.8 0.103
H -6.3731 3.2644 0.4993 0.5 -1.5 2.1 0.102
C 2.7879 7.0225 -0.5853 0.0 0.8 0.1 -0.172
C 4.0463 7.2630 0.2443 0.3 0.0 -0.7 -0.171
O 3.8217 6.5731 1.4716 -1.0 -0.7 0.0 -0.188
S 2.9034 5.2571 1.1793 0.2 -0.1 0.2 0.663
O 3.7797 4.1130 1.0597 -1.4 1.3 0.3 -0.243
O 1.7654 5.2874 2.0683 1.5 -0.3 -1.0 -0.243
O 2.4055 5.6748 -0.3159 0.6 -0.5 0.8 -0.202
H 1.9726 7.6786 -0.2639 0.1 0.0 0.0 0.134
H 2.9657 7.1618 -1.6550 -0.1 -0.3 0.2 0.138
H 4.2285 8.3248 0.4265 -0.1 -0.2 0.2 0.140
H 4.9254 6.8204 -0.2359 -0.1 0.1 0.0 0.135
C -0.2121 -2.9600 3.8172 0.0 0.6 0.2 -0.197
C 1.0463 -2.7195 4.6468 0.4 -0.1 -0.8 -0.176
O 0.8217 -3.4094 5.8741 -1.2 -0.7 0.0 -0.184
S -0.0966 -4.7254 5.5818 0.3 -0.4 0.5 0.682
O 0.7797 -5.8695 5.4622 -1.4 1.3 0.2 -0.234
O -1.2346 -4.6951 6.4708 1.5 -0.2 -1.1 -0.235
O -0.5945 -4.3077 4.0866 0.5 -0.3 0.6 -0.197
H -1.0274 -2.3039 4.1386 0.0 0.0 0.0 0.114
H -0.0343 -2.8207 2.7475 0.0 -0.3 0.1 0.128
H 1.2285 -1.6577 4.8290 -0.1 -0.2 0.2 0.139
H 1.9254 -3.1621 4.1666 -0.3 0.2 0.1 0.094
C 1.4923 -0.5571 -4.8168 0.6 1.0 -0.6 -0.176
C 2.0949 0.3421 -3.7407 0.8 -0.7 -0.2 -0.159
O 1.0035 0.6922 -2.8927 -1.3 -0.7 0.0 -0.202
S -0.0581 -0.5456 -2.8571 0.7 0.0 -0.6 0.658
O 0.2034 -1.3304 -1.6710 -0.8 0.8 -1.2 -0.255
O -1.3674 -0.0343 -3.1899 1.2 -0.6 0.9 -0.254
O 0.5237 -1.3600 -4.1441 -0.6 0.3 1.5 -0.186
H 0.9746 0.0335 -5.5795 0.6 -0.3 0.6 0.076
H 2.2449 -1.1890 -5.2958 -0.2 -0.1 0.3 0.146
H 2.5608 1.2375 -4.1590 -0.3 0.0 0.2 0.142
H 2.8295 -0.2024 -3.1381 0.0 0.1 -0.1 0.134
C 4.6005 -5.2919 0.8015 0.5 -0.6 -0.1 -0.172
C 4.8165 -5.7987 2.2250 -0.7 -0.4 -0.2 -0.169
O 5.3842 -4.6977 2.9309 -0.1 1.1 -0.6 -0.185
S 4.7944 -3.3095 2.3102 0.6 0.1 -0.1 0.693
O 3.6964 -2.8730 3.1438 1.4 -0.1 -1.1 -0.252
O 5.9064 -2.4557 1.9625 -1.7 -1.0 0.8 -0.222
O 4.1739 -3.9376 0.9397 0.0 0.4 1.1 -0.196
H 5.5370 -5.2979 0.2346 -0.1 0.0 0.1 0.135
H 3.8478 -5.8759 0.2652 0.0 0.3 0.1 0.138
H 5.4814 -6.6649 2.2623 0.1 0.3 0.1 0.141
H 3.8637 -6.0508 2.7024 0.1 -0.1 -0.1 0.134
C -3.1044 -1.6631 -6.4684 -0.4 0.1 0.7 -0.168
C -3.8170 -0.3322 -6.6934 -0.5 -0.5 -0.4 -0.171
O -2.7744 0.6260 -6.8590 1.2 -0.5 0.0 -0.187
S -1.4970 -0.0982 -7.5689 -0.4 0.1 -0.8 0.712
O -1.5508 0.1804 -8.9869 0.5 -0.4 2.1 -0.217
O -0.3248 0.1494 -6.7620 -1.8 0.1 -1.6 -0.251
O -1.9717 -1.6403 -7.3353 0.2 1.1 -0.4 -0.182
H -2.7433 -1.7476 -5.4383 -0.1 0.0 -0.1 0.125
H -3.7446 -2.5185 -6.6999 0.3 0.1 -0.2 0.139
H -4.4627 -0.0586 -5.8555 0.3 0.1 -0.1 0.137
H -4.4070 -0.3522 -7.6158 0.0 -0.1 0.1 0.135

(2)
49
Properties=species:S:1:pos:R:3:forces:R:3:nbo_charge:R:1 method="wB97M-V/def2-TZVPD" e_homo_ev=-5.30 charge=-1 lumo_energy_ha=0.0755 e_above_lowest_ev=0.000 largest_force_ha_per_bohr=0.008 homo_lumo_gap_ha=0.27040
Rh -0.3052 0.3744 -0.3894 0.0 0.1 0.1 1.322
I 4.7169 1.1627 0.6586 0.0 0.0 0.0 0.136
C 3.0474 1.0811 1.8949 0.0 0.0 0.0 -0.249
C 3.1903 1.2283 3.2833 0.0 0.0 0.0 -0.219
C 2.1108 1.1614 4.1223 0.0 0.0 0.0 -0.213
I 2.4235 1.3990 6.1759 0.0 0.0 0.0 0.107
C 0.8130 0.9265 3.6026 0.0 0.0 0.0 -0.029
C -0.3827 0.8193 4.3506 0.0 0.0 0.0 -0.139
C -1.5679 0.5690 3.7225 0.0 0.0 0.0 -0.251
C -1.5994 0.4204 2.3247 0.0 0.0 0.0 0.119
N -0.5048 0.5253 1.6192 0.0 -0.1 -0.1 -0.373
C 0.6945 0.7782 2.2114 0.1 0.0 0.0 0.098
C 1.8088 0.8716 1.3103 0.0 0.0 0.0 0.333
O 1.6153 0.7501 0.0327 0.0 0.0 0.0 -0.651
H 4.1784 1.3998 3.6878 0.0 0.0 0.0 0.229
H -0.3454 0.9422 5.4250 0.0 0.0 0.0 0.222
H -2.4906 0.4917 4.2795 0.0 0.0 0.0 0.223
H -2.5095 0.2312 1.7748 0.0 0.0 0.0 0.249
O 0.0500 -1.5488 -0.1741 0.0 0.0 0.1 -0.646
C 1.1393 -2.0786 -0.6804 0.0 0.0 0.0 0.376
C 1.7868 -3.0967 0.0453 0.0 0.0 0.0 -0.231
C 2.9219 -3.7107 -0.4363 0.0 0.0 0.0 -0.198
C 3.4727 -3.3351 -1.6618 0.0 0.0 0.0 -0.279
C 2.8447 -2.3488 -2.3941 0.0 0.0 0.0 -0.162
C 1.6799 -1.7299 -1.9365 0.0 0.0 0.0 -0.203
C 1.0006 -0.7459 -2.7652 -0.1 0.1 0.0 0.405
N 0.1522 0.1879 -2.3665 0.0 0.0 0.0 -0.447
C -0.2565 0.8969 -3.4745 0.0 0.0 0.2 -0.051
C 0.3503 0.3744 -4.5668 0.0 0.0 0.0 -0.105
N 1.1359 -0.6617 -4.1064 0.0 0.0 0.0 -0.508
H 1.3630 -3.3666 1.0040 0.0 0.0 0.0 0.213
H 3.4021 -4.4800 0.1566 0.0 0.0 0.0 0.204
H 4.3830 -3.7930 -2.0242 0.0 0.0 0.0 0.205
H 3.2821 -2.0280 -3.3339 0.0 0.0 0.0 0.190
H -0.9539 1.7081 -3.3784 -0.1 0.0 0.0 0.266
H 0.2951 0.6368 -5.6071 0.0 0.0 0.0 0.217
H 1.6735 -1.2996 -4.6633 0.0 0.0 0.0 0.419
Cl -4.9257 -0.3620 0.6143 0.0 0.0 0.0 0.009
C -4.5766 -0.0520 -1.0971 0.0 -0.1 0.0 -0.187
Cl -5.7686 1.0825 -1.7226 0.0 0.0 0.0 0.035
Cl -4.7062 -1.5895 -1.9988 0.0 0.0 0.0 -0.003
C -3.1099 0.4805 -1.3240 0.1 -0.3 0.1 0.755
O -2.9480 1.3389 -2.1569 0.1 0.1 -0.1 -0.631
O -2.2684 -0.1694 -0.6149 -0.1 0.3 0.0 -0.705
F -0.7655 3.6595 1.5679 0.0 0.0 0.0 -0.563
B -1.4856 3.3341 0.4229 0.1 -0.1 0.1 1.362
F -2.5947 2.5532 0.7381 0.0 0.0 0.0 -0.566
F -1.8029 4.4304 -0.3407 0.0 0.0 0.0 -0.547
F -0.5746 2.4816 -0.3973 0.0 -0.2 -0.3 -0.539

(3)
2
Properties=species:S:1:pos:R:3:forces:R:3:lowdin_charge:R:1 method="wB97M-V/def2-TZVPD" e_homo_ev=-12.97 charge=0 lumo_energy_ha=0.0599 e_above_lowest_ev=0.932 largest_force_ha_per_bohr=0.092 homo_lumo_gap_ha=0.53661
H 0.3738 -0.3474 0.0957 -3.4 3.2 -0.9 0.000
H -0.3738 0.3474 -0.0957 3.4 -3.2 0.9 0.000

(4)
74
Properties=species:S:1:pos:R:3:forces:R:3:lowdin_spin:R:1 method="wB97M-V/def2-TZVPD" e_homo_ev="-11.77 / -11.77" charge=+2 lumo_energy_ha="-0.2122 / -0.2555" e_above_lowest_ev=1.565 largest_force_ha_per_bohr=0.071 homo_lumo_gap_ha="0.22025 / 0.17690" multiplicity=5
Mn 0.4026 2.3329 -1.4201 -0.3 -0.7 -0.9 2.835
N -0.2361 6.1374 -3.0039 -1.1 0.4 0.5 0.004
C 0.9015 6.4362 -2.2965 1.4 -0.1 0.3 0.001
C 1.6130 7.6191 -2.1483 0.1 0.6 -0.4 0.001
C 2.8430 7.5430 -1.4812 -0.6 1.2 -1.1 0.000
C 3.2851 6.3673 -0.8872 1.3 0.1 1.3 0.000
C 2.4641 5.2487 -0.8578 0.5 -0.3 -0.6 0.001
C 1.3538 5.2454 -1.7027 -1.0 0.2 0.4 0.005
N 0.4032 4.2353 -1.9566 -2.0 2.3 -1.6 0.007
C -0.5745 4.8495 -2.7492 2.1 -0.5 1.1 0.007
C -1.7967 4.2354 -3.2330 -1.1 -1.2 0.8 0.000
C -2.9109 4.8159 -3.7793 -0.2 -0.7 0.0 0.003
S -4.2617 3.7142 -3.9024 2.5 -0.6 0.7 0.002
C -3.1507 2.4704 -3.1967 -1.8 0.6 -0.7 0.002
N -1.9856 2.8678 -2.8743 1.1 1.3 -0.3 0.014
H -0.8929 6.8907 -3.2516 0.4 -0.9 -0.2 0.000
H 1.2350 8.5704 -2.5903 0.5 -0.9 0.4 0.000
H 3.4452 8.4652 -1.5113 -0.2 -0.7 0.4 0.000
H 4.3018 6.3942 -0.3580 -1.8 -0.2 -0.7 0.000
H 2.7086 4.3671 -0.2846 0.2 -0.1 -0.1 0.000
H -3.0628 5.8111 -4.1476 0.2 0.3 0.1 0.000
H -3.5195 1.4568 -3.1075 0.1 0.0 0.2 0.000
C -1.0414 -8.8390 5.7383 -1.0 0.2 0.8 0.000
O -1.5895 -7.6010 6.1936 -0.4 1.8 -1.3 0.000
C -1.7108 -6.5534 5.3115 0.5 0.5 0.5 0.000
C -1.5181 -5.2654 5.8792 -0.1 -0.4 -0.5 0.000
C -1.5406 -4.1210 5.0527 0.1 -1.4 1.5 0.000
C -1.7129 -4.2561 3.6868 0.0 -2.5 0.9 0.000
C -1.9448 -5.5321 3.1501 0.3 0.4 -1.0 0.000
C -1.9397 -6.6644 3.9208 -0.6 -0.3 1.1 0.000
C -1.4746 -3.1690 2.8604 -1.3 2.3 -2.5 0.000
N -1.2391 -1.9285 3.2551 0.3 -0.7 0.5 0.000
C -1.1094 -1.2077 2.1390 0.1 0.3 -2.3 0.000
C -1.2860 -2.0028 0.9899 -0.4 1.0 -0.9 0.000
N -1.6548 -3.2296 1.4533 0.8 -1.0 1.7 0.000
C -1.0928 -1.5130 -0.3683 1.2 0.0 1.6 0.001
C -1.0693 -2.3344 -1.5250 0.7 1.8 -0.6 0.007
C -0.7454 -1.7641 -2.7644 -0.8 0.2 1.8 -0.001
C -0.4169 -0.3999 -2.8042 0.1 0.0 0.3 0.002
N -0.2830 0.3416 -1.7091 -0.1 0.1 1.8 -0.006
C -0.5950 -0.1663 -0.4420 -0.8 -0.8 -2.7 0.006
C -0.5303 0.7280 0.6834 -0.1 -1.6 2.2 0.006
N -0.0854 1.9744 0.5371 -0.5 0.9 0.6 0.005
C -0.0984 2.7919 1.6137 -0.4 -0.3 -0.2 0.012
C -0.5796 2.3789 2.8753 0.2 -0.6 0.0 -0.001
C -0.8592 1.0107 3.1047 0.0 2.4 0.5 0.009
C -0.8388 0.2065 2.0082 0.3 -1.5 -2.0 -0.001
H -0.4576 -8.7519 4.8388 0.6 0.2 -0.1 0.000
H -1.8645 -9.5169 5.5401 0.0 -0.3 0.0 0.000
H -0.5117 -9.1082 6.6444 0.5 -0.8 -0.4 0.000
H -1.2897 -5.2984 6.9613 -0.3 0.6 -0.8 0.000
H -1.3603 -3.1376 5.4482 0.1 0.1 0.2 0.000
H -2.0518 -5.6411 2.0493 -0.1 -0.2 1.0 0.000
H -2.2738 -7.5942 3.4956 0.3 -0.4 -0.1 0.000
H -1.8793 -4.1261 0.9974 0.4 1.2 0.0 0.000
H -1.1954 -3.3877 -1.4422 -0.5 -0.6 0.0 0.000
H -0.8656 -2.3310 -3.6550 0.3 -0.3 -0.6 0.000
H -0.2361 0.0881 -3.7584 0.1 0.0 0.2 -0.001
H 0.2615 3.8115 1.4186 -0.3 -0.5 0.3 0.001
H -0.7255 3.1139 3.6669 0.3 -0.2 -0.2 0.000
H -1.1421 0.5742 4.0735 0.2 0.5 -0.4 0.000
Se 1.3205 1.6418 -7.6580 0.1 0.3 0.0 0.751
C 0.2826 0.1852 -7.7486 0.1 -0.1 0.0 0.088
N -0.3224 -0.8000 -7.7904 -0.2 -0.1 0.1 0.162
N 3.0111 -1.6863 -1.6628 0.2 -0.3 -0.1 0.002
C 4.0990 -1.0037 -1.2775 1.8 0.6 0.3 0.004
N 5.2438 -1.7158 -1.0569 -1.7 0.1 -0.5 0.003
N 4.2189 0.3263 -1.1364 -0.7 -0.5 0.7 0.012
C 3.2525 1.1844 -1.1382 -1.6 1.3 -1.3 0.031
N 2.4478 2.0605 -1.2694 2.0 -2.5 0.5 0.027
H 3.1062 -2.6076 -2.0723 0.0 0.2 0.3 0.000
H 2.1446 -1.2299 -1.8394 -0.4 0.5 -0.2 0.000
H 5.1814 -2.7191 -1.1939 0.5 0.4 0.4 0.000
H 5.9963 -1.2888 -0.5349 -0.1 -0.1 -0.3 0.000

(5)
11
Properties=species:S:1:pos:R:3:forces:R:3:nbo_charge:R:1 method="wB97M-V/def2-TZVPD" e_homo_ev="-8.59 / -8.59" charge=0 lumo_energy_ha="-0.0017 / -0.0017" e_above_lowest_ev=5.935 largest_force_ha_per_bohr=0.010 homo_lumo_gap_ha="0.31385 / 0.31383"
C -1.8137 0.0171 0.2345 -0.1 0.0 0.0 -0.670
C -0.3359 0.1247 0.0909 -0.1 0.0 -0.1 0.220
C 0.4992 1.1268 -0.3285 0.1 -0.5 0.0 -0.333
C 1.7347 0.4164 -0.2192 0.2 0.2 0.3 -0.279
N 1.6145 -0.9218 0.2855 0.1 0.3 -0.2 -0.046
O 0.3212 -1.0713 0.4094 -0.1 0.1 0.0 -0.239
H -2.0953 -0.8188 0.8806 0.0 0.1 -0.1 0.228
H -2.1899 0.9520 0.6541 0.0 -0.1 -0.1 0.246
H -2.2790 -0.1247 -0.7472 0.1 0.0 0.2 0.237
H 1.7905 -0.5027 -1.0299 0.0 -0.1 -0.1 0.383
H 2.7539 0.8023 -0.2301 -0.2 -0.1 0.0 0.253

(6)
9
Properties=species:S:1:pos:R:3:forces:R:3:nbo_charge:R:1 method="wB97M-V/def2-TZVPD" e_homo_ev="-4.64 / -1.35" charge=-1 lumo_energy_ha="0.0904 / 0.0675" e_above_lowest_ev=3.482 largest_force_ha_per_bohr=0.061 homo_lumo_gap_ha="0.26100 / 0.11711"
C 0.6839 -0.1848 -2.2351 1.1 1.0 1.0 -0.084
C 0.8483 -0.4843 -0.7438 -1.2 -2.7 -1.1 -0.752
O -1.8499 1.7609 2.3148 -0.4 0.8 -0.4 -1.022
O -2.2245 -0.7138 2.1983 -0.9 -1.0 -0.6 -1.025
S 1.4683 0.9543 -3.0145 -0.6 -0.7 -0.2 0.065
S -1.4209 0.4034 2.7279 1.3 0.1 0.9 1.074
H 1.9484 -0.5466 -0.5352 -1.2 0.1 0.2 0.229
H 0.2936 0.2789 -0.2163 0.2 0.4 0.4 0.274
H 0.2529 -1.4679 -0.4961 1.5 1.7 -0.3 0.241

(7)
47
Properties=species:S:1:pos:R:3:forces:R:3:nbo_charge:R:1 method="wB97M-V/def2-TZVPD" e_homo_ev=-3.70 charge=-1 lumo_energy_ha=0.0870 e_above_lowest_ev=0.000 largest_force_ha_per_bohr=0.038 homo_lumo_gap_ha=0.22287 smiles="CCOC(=S)S[C@H](/C=C/N1c2ccccc2C[C@@H]1C(=O)[O-])c1ccccc1"
C 4.5296 1.5034 5.0136 0.3 0.2 0.0 -0.626
C 3.2261 0.7432 5.0134 0.2 0.3 -0.2 -0.081
O 2.9144 0.5578 3.6005 -0.6 -0.6 0.6 -0.514
C 1.7173 0.0000 3.3218 0.2 0.1 0.8 0.034
S 1.6641 -0.6464 1.7041 0.3 0.1 0.0 0.266
S 0.4808 -0.1079 4.3996 0.2 0.1 -0.2 -0.135
H 4.9579 1.5718 6.0159 -0.1 -0.1 0.0 0.208
H 5.2680 1.0136 4.3742 -0.1 0.0 0.0 0.215
H 4.3781 2.5249 4.6504 0.0 -0.2 0.0 0.213
H 3.3249 -0.2419 5.4907 -0.1 0.2 -0.2 0.187
H 2.4339 1.3026 5.5324 0.2 -0.3 -0.4 0.208
O -3.0955 -3.5093 -0.0195 -0.8 0.1 0.0 -0.774
C -3.0923 -3.4338 -1.2612 1.4 -0.8 -1.1 0.774
O -3.9287 -3.2883 -2.1665 -1.1 0.1 0.8 -0.764
C -1.6186 -3.4673 -1.8662 -1.4 -1.0 0.3 -0.157
C -1.5898 -3.6795 -3.3870 0.4 -0.5 0.3 -0.441
C -1.5222 -2.2877 -3.9161 0.0 0.7 -0.3 0.065
C -1.2520 -1.3899 -2.8626 -0.4 -0.1 -0.5 0.151
C -1.2135 -0.0117 -3.0788 0.1 0.0 -0.1 -0.260
C -1.3722 0.4526 -4.3914 -0.1 -0.6 -0.2 -0.216
C -1.6171 -0.4445 -5.4427 0.1 0.4 0.1 -0.251
C -1.7259 -1.8198 -5.2041 0.3 0.0 0.6 -0.231
N -1.2013 -2.1024 -1.6715 1.3 0.9 0.2 -0.392
C -0.8312 -1.6479 -0.4503 0.5 0.3 0.1 0.103
C -0.1828 -0.4827 -0.2211 0.1 0.1 -0.1 -0.397
C 0.0301 0.0308 1.1646 0.1 -0.4 0.2 -0.343
C 0.1007 1.5442 1.2192 -0.3 -0.6 0.2 -0.040
C -0.8656 2.2685 1.9105 0.0 0.1 0.0 -0.196
C -0.9003 3.6602 1.7941 0.1 -0.3 0.0 -0.213
C 0.0560 4.3128 1.0163 0.0 -0.1 -0.1 -0.230
C 1.0604 3.5795 0.3759 -0.1 -0.2 0.3 -0.231
C 1.1013 2.1912 0.5125 0.0 0.7 -0.4 -0.160
H -1.0325 -4.1687 -1.2695 0.3 0.1 -0.2 0.194
H -0.6931 -4.2534 -3.6648 -0.1 0.1 -0.1 0.194
H -2.4761 -4.2138 -3.7398 0.1 0.1 0.2 0.251
H -1.0886 0.6704 -2.2401 -0.1 -0.1 -0.4 0.226
H -1.3145 1.5222 -4.5954 0.0 -0.3 0.1 0.202
H -1.7215 -0.0642 -6.4586 0.0 0.0 0.2 0.197
H -1.9574 -2.5380 -5.9918 0.1 0.3 0.1 0.203
H -1.0258 -2.3378 0.3769 -0.4 0.3 -0.3 0.239
H 0.3137 0.0686 -1.0193 -0.4 0.0 0.2 0.208
H -0.7106 -0.3904 1.8588 0.2 0.3 -0.2 0.257
H -1.5709 1.7222 2.5442 0.1 0.3 -0.4 0.223
H -1.6879 4.2127 2.3040 0.2 0.0 -0.1 0.209
H 0.0241 5.3939 0.9085 0.0 -0.1 0.0 0.205
H 1.8084 4.0768 -0.2359 -0.1 0.0 0.2 0.206
H 1.8981 1.6037 0.0524 -0.3 0.2 0.0 0.215